A molecular structure, C43H122O20V2 in a non-equilibrium geometry. Source: the Open Molecules 2025 dataset; level of theory: wB97M-V/def2-TZVPD.

Structure (XYZ):
```
187
Properties=species:S:1:pos:R:3
V -2.257 -1.102 -3.065
V -4.299 -4.007 -2.383
O -1.425 -2.889 0.427
H -2.199 -3.429 0.254
H -1.513 -2.105 -0.121
H -0.628 -3.415 0.335
C 0.216 1.231 -0.059
C 0.286 -0.159 -0.688
C 0.984 -1.011 0.421
O -0.852 -0.647 -1.299
H 1.167 1.740 0.099
H -0.372 1.351 0.851
H -0.357 1.845 -0.755
H 1.046 -0.051 -1.461
H 0.385 -0.941 1.329
H 1.925 -0.580 0.765
H 1.171 -2.063 0.206
C -4.551 2.380 -4.017
C -3.201 1.669 -4.278
C -2.203 2.089 -3.290
O -3.349 0.290 -4.330
H -4.965 2.211 -3.023
H -5.236 2.078 -4.809
H -4.363 3.450 -3.925
H -2.977 1.977 -5.299
H -1.175 1.774 -3.470
H -2.450 1.861 -2.253
H -2.142 3.177 -3.314
C -4.242 -0.193 0.337
C -4.723 -1.266 -0.631
C -6.174 -1.035 -1.130
O -3.878 -1.802 -1.626
H -5.092 0.145 0.930
H -3.922 0.668 -0.251
H -3.388 -0.411 0.978
H -4.838 -2.058 0.109
H -6.764 -1.867 -1.514
H -6.106 -0.155 -1.770
H -6.759 -0.690 -0.278
C -1.989 -6.791 -0.991
C -3.046 -6.049 -0.159
C -2.527 -6.140 1.389
O -3.341 -4.767 -0.504
H -0.990 -6.356 -0.987
H -2.333 -6.775 -2.026
H -2.016 -7.851 -0.738
H -3.831 -6.804 -0.207
H -1.657 -5.494 1.507
H -2.327 -7.123 1.816
H -3.298 -5.680 2.006
C -1.826 -3.798 -5.927
C -1.713 -4.226 -4.457
C -0.295 -4.428 -3.981
O -2.511 -3.288 -3.690
H -1.398 -4.491 -6.651
H -1.354 -2.822 -6.037
H -2.874 -3.626 -6.170
H -2.226 -5.180 -4.330
H 0.184 -5.298 -4.429
H -0.368 -4.722 -2.934
H 0.265 -3.517 -4.192
C 1.450 2.613 -3.316
C 2.936 2.829 -3.610
O 3.115 4.244 -3.663
H 0.767 3.015 -4.064
H 1.169 3.025 -2.347
H 1.283 1.537 -3.256
H 3.261 2.577 -4.619
H 3.645 2.362 -2.928
H 3.209 4.590 -4.553
C 1.323 6.865 -2.846
C 0.150 6.615 -1.948
O -0.473 7.881 -1.847
H 2.145 7.258 -2.248
H 0.984 7.478 -3.682
H 1.490 5.849 -3.203
H 0.546 6.579 -0.933
H -0.570 5.861 -2.267
H -1.076 7.996 -2.584
C -4.205 2.114 2.954
C -4.388 1.772 4.473
O -5.634 2.059 5.032
H -4.302 3.156 2.647
H -5.008 1.658 2.376
H -3.208 1.759 2.693
H -3.549 2.129 5.071
H -4.201 0.710 4.637
H -5.760 3.003 4.914
C -3.878 -3.170 3.306
C -3.639 -1.870 4.025
O -2.836 -2.151 5.212
H -4.194 -2.934 2.290
H -4.687 -3.778 3.713
H -2.905 -3.661 3.289
H -4.563 -1.310 4.163
H -3.014 -1.183 3.454
H -3.309 -2.847 5.674
C 3.540 -4.882 -0.870
C 2.441 -4.922 -1.946
O 1.415 -4.016 -1.508
H 3.908 -3.864 -0.744
H 4.371 -5.467 -1.264
H 3.192 -5.274 0.086
H 2.006 -5.900 -2.150
H 2.733 -4.424 -2.871
H 0.897 -3.666 -2.237
C 4.590 -0.783 -1.832
C 5.747 -0.874 -2.811
O 5.422 -0.703 -4.153
H 4.239 0.245 -1.931
H 5.032 -1.043 -0.871
H 3.788 -1.421 -2.201
H 6.288 -1.819 -2.771
H 6.505 -0.165 -2.477
H 6.169 -0.395 -4.671
C 3.652 4.039 0.210
C 4.929 4.531 -0.452
O 5.146 3.822 -1.630
H 2.927 4.374 -0.531
H 3.468 4.566 1.147
H 3.596 2.952 0.272
H 5.662 4.317 0.325
H 4.872 5.611 -0.587
H 4.436 3.909 -2.270
C 3.256 -2.934 6.272
C 3.105 -1.512 5.788
O 2.063 -0.943 6.570
H 2.489 -3.648 5.971
H 3.423 -3.017 7.346
H 4.262 -3.212 5.957
H 2.843 -1.455 4.732
H 4.025 -0.982 6.034
H 1.395 -1.633 6.567
C 7.582 0.553 1.313
C 6.014 0.617 1.609
O 5.591 1.548 2.578
H 7.873 -0.339 0.758
H 8.065 0.566 2.290
H 7.892 1.469 0.809
H 5.858 -0.407 1.946
H 5.564 0.872 0.649
H 4.657 1.383 2.729
C -1.153 4.214 4.421
C -2.528 4.654 5.053
O -3.488 5.022 4.030
H -0.763 5.041 3.829
H -1.229 3.454 3.643
H -0.411 3.784 5.093
H -2.492 5.593 5.606
H -3.020 3.977 5.752
H -4.276 4.759 4.510
C 1.436 -0.500 -5.928
C -0.086 -0.387 -5.459
O -0.253 -0.952 -4.200
H 2.060 -0.012 -5.179
H 1.710 0.046 -6.830
H 1.777 -1.503 -6.186
H -0.656 -0.989 -6.167
H -0.459 0.633 -5.557
H 0.422 -0.544 -3.654
C 2.700 1.855 4.994
C 1.625 1.324 4.005
O 2.150 1.543 2.725
H 2.330 1.916 6.018
H 3.117 2.823 4.718
H 3.547 1.169 4.991
H 0.619 1.731 4.107
H 1.499 0.249 4.129
H 1.563 1.080 2.123
C 0.427 -3.540 3.310
C 1.289 -4.189 2.273
O 0.587 -4.490 1.139
H -0.324 -4.176 3.778
H -0.113 -2.702 2.870
H 1.132 -3.093 4.011
H 1.599 -5.201 2.532
H 2.253 -3.728 2.059
H 1.208 -4.836 0.494
C -2.296 4.091 -0.125
C -2.327 5.375 0.753
O -3.560 5.487 1.504
H -1.317 3.847 -0.539
H -3.184 3.968 -0.745
H -2.381 3.321 0.641
H -2.137 6.195 0.061
H -1.534 5.377 1.502
H -3.378 5.177 2.394
```

## Properties
Multiplicity   7
Lowest unoccupied orbital energy (alpha / beta)   -1.3 / -1.3 eV
Gap between HOMO and LUMO (alpha / beta)   5.02 / 5.82 eV
DFT total energy   -5103.919938 Eh

Mulliken population analysis, charges in e, atoms 1 to 4:
1 V 0.276
2 V 0.657
3 O 3.046
4 H -0.239